Record 1
Entry from the OMol25 dataset: a cluster of 2 separate species, C6H12O in total at a distorted geometry (wB97M-V/def2-TZVPD).

Properties
Strongest force on any atom ... 2.5 eV/Å
DFT total energy ... -8462.284 eV
Energy above the lowest of the compared OMol25 structures with the same formula, charge and spin ... 47.74 kcal/mol
LUMO ... 0.91 eV
Kohn-Sham gap ... 0.358 hartree
SMILES ... C=C/C=C/CC.O

```
! wB97M-V def2-TZVPD RIJCOSX def2/J DEFGRID3
* xyz 0 1
C 0.082 2.939 0.658
C 0.396 2.178 -0.393
C 0.605 0.742 -0.261
C -0.179 -0.054 0.475
C 0.074 -1.421 0.986
C 1.009 -2.364 0.174
H -0.171 2.384 1.558
H -0.032 4.008 0.763
H 0.481 2.608 -1.388
H 1.549 0.314 -0.581
H -1.161 0.265 0.823
H 0.485 -1.399 2.013
H -0.809 -2.029 1.213
H 1.815 -2.739 0.783
H 1.493 -1.763 -0.601
H 0.498 -3.208 -0.280
O -2.050 -0.436 -1.701
H -2.576 -0.401 -2.512
H -1.512 0.377 -1.725
*
```



Record 2
Entry from the OMol25 dataset: an isolated molecule of C5H5NOS at a distorted geometry (wB97M-V/def2-TZVPD).

Properties
Strongest force on any atom ... 9.3 eV/Å
DFT total energy ... -19636.089 eV
Energy above the lowest of the compared OMol25 structures with the same formula, charge and spin ... 66.95 kcal/mol
LUMO ... -0.77 eV
Kohn-Sham gap ... 0.291 hartree
SMILES ... CC(=S)c1cocn1

```
! wB97M-V def2-TZVPD RIJCOSX def2/J DEFGRID3
* xyz 0 1
C -1.544 1.239 -0.122
C -1.321 -0.247 0.043
S -2.486 -1.436 0.043
C 0.138 -0.554 -0.019
C 1.090 0.517 0.180
O 2.299 -0.162 -0.002
C 2.075 -1.478 -0.080
N 0.778 -1.761 -0.072
H -2.685 1.227 -0.592
H -0.631 1.708 -0.732
H -1.565 1.619 0.999
H 0.960 1.499 0.203
H 2.892 -2.172 0.152
*
```



Record 3
Entry from the OMol25 dataset: an isolated molecule of C3H5ClN2 at a distorted geometry (wB97M-V/def2-TZVPD).

Properties
Strongest force on any atom ... 3.7 eV/Å
DFT total energy ... -18693.164 eV
Energy above the lowest of the compared OMol25 structures with the same formula, charge and spin ... 21.85 kcal/mol
LUMO ... 0.85 eV
Kohn-Sham gap ... 0.350 hartree
SMILES ... [H]/N=C\N/C=C/Cl

```
! wB97M-V def2-TZVPD RIJCOSX def2/J DEFGRID3
* xyz 0 1
H -3.635 1.053 -0.122
N -3.650 0.051 -0.206
C -2.439 -0.430 0.016
N -1.287 0.244 0.320
C 0.005 -0.231 0.097
C 1.181 0.458 -0.074
Cl 2.828 -0.117 -0.038
H -2.371 -1.505 -0.144
H -1.337 1.319 0.177
H 0.163 -1.290 0.008
H 1.177 1.573 -0.308
*
```



Record 4
Entry from the OMol25 dataset: a structure of composition C24H23N6O5RhS (wB97M-V/def2-TZVPD).

Properties
Strongest force on any atom ... 0.5 eV/Å
DFT total energy ... -58285.550 eV
Energy above the lowest of the compared OMol25 structures with the same formula, charge and spin ... 0.00 kcal/mol
LUMO ... -1.03 eV
Kohn-Sham gap ... 0.263 hartree

```
! wB97M-V def2-TZVPD RIJCOSX def2/J DEFGRID3
* xyz 0 1
Rh 0.133 0.436 -1.671
C -0.862 -0.211 5.908
C -0.526 0.490 4.619
C -1.526 1.033 3.815
C -1.215 1.704 2.644
C 0.111 1.837 2.250
C 1.119 1.316 3.046
C 0.798 0.644 4.217
S 0.508 2.660 0.711
O 1.905 2.381 0.496
O 0.067 4.019 0.880
N -0.361 1.912 -0.384
C -1.698 2.414 -0.697
C -2.084 2.112 -2.140
O -2.956 2.714 -2.721
O -1.475 1.059 -2.652
H -1.909 -0.512 5.933
H -0.689 0.447 6.762
H -0.245 -1.098 6.052
H -2.563 0.934 4.116
H -2.006 2.132 2.041
H 2.147 1.432 2.729
H 1.592 0.241 4.836
H -1.795 3.476 -0.486
H -2.456 1.879 -0.101
C 3.910 -0.409 0.189
C 3.530 -1.161 1.284
C 2.188 -1.462 1.467
C 1.272 -1.002 0.541
N 1.657 -0.283 -0.528
C 2.940 0.022 -0.700
C -0.190 -1.250 0.634
C -0.794 -1.948 1.664
C -2.167 -2.142 1.625
C -2.896 -1.650 0.556
C -2.230 -0.955 -0.439
N -0.916 -0.756 -0.385
H 4.942 -0.137 0.021
H 4.265 -1.506 1.999
H 1.864 -2.029 2.327
H 3.160 0.635 -1.562
H -0.211 -2.319 2.493
H -2.660 -2.674 2.427
H -3.965 -1.788 0.489
H -2.729 -0.530 -1.301
O 2.632 2.420 -4.602
C 1.978 1.994 -3.701
N 1.336 1.584 -2.799
C -0.384 0.150 -5.202
C -0.120 -1.039 -4.352
N 0.224 -1.103 -3.077
C 0.375 -2.437 -2.755
C 0.127 -3.193 -3.849
N -0.184 -2.296 -4.844
H -0.402 1.046 -4.595
H -1.357 0.053 -5.686
H 0.389 0.242 -5.966
H 0.675 -2.753 -1.771
H 0.148 -4.256 -4.009
H -0.421 -2.519 -5.795
*
```